--- 1 ---
The following is a quantum chemistry calculation of 14 unconnected molecules or ions with the total composition C22H72N4O14, from OMol25.

Cartesian coordinates (Å):
1 C 0.57 4.68 2.50
2 C 0.98 3.23 2.07
3 O 2.17 3.28 1.40
4 H 1.34 5.04 3.21
5 H -0.28 4.51 3.19
6 H 0.32 5.35 1.65
7 H 0.23 2.86 1.37
8 H 1.04 2.56 2.85
9 H 2.84 3.70 1.99
10 C -1.03 -2.41 -2.47
11 C -1.90 -2.78 -3.54
12 O -2.95 -3.57 -3.05
13 H -0.27 -1.61 -2.77
14 H -0.54 -3.32 -2.02
15 H -1.55 -1.95 -1.70
16 H -1.45 -3.47 -4.23
17 H -2.36 -2.04 -4.17
18 H -3.61 -3.04 -2.60
19 C 2.96 1.93 -1.55
20 C 4.39 1.73 -0.94
21 O 5.28 1.80 -2.02
22 H 2.95 1.22 -2.35
23 H 2.83 2.99 -1.74
24 H 2.22 1.60 -0.88
25 H 4.49 0.82 -0.41
26 H 4.56 2.55 -0.25
27 H 6.11 1.35 -1.84
28 C 2.77 -1.71 -2.18
29 C 3.07 -3.16 -2.38
30 O 2.72 -3.91 -1.21
31 H 3.51 -1.25 -1.49
32 H 1.88 -1.50 -1.64
33 H 2.85 -1.10 -3.03
34 H 4.17 -3.33 -2.52
35 H 2.60 -3.41 -3.33
36 H 3.19 -4.75 -1.31
37 C 0.20 0.90 -4.25
38 C -0.61 0.33 -5.41
39 O -0.27 0.92 -6.69
40 H -0.06 1.86 -3.97
41 H 1.26 0.97 -4.54
42 H 0.19 0.35 -3.34
43 H -1.64 0.30 -5.16
44 H -0.36 -0.70 -5.35
45 H -0.45 0.28 -7.44
46 C -2.49 -0.46 3.98
47 C -1.92 0.42 2.87
48 O -0.52 0.27 2.85
49 H -2.37 -1.47 3.65
50 H -3.50 -0.05 4.29
51 H -1.82 -0.46 4.88
52 H -2.13 1.43 3.30
53 H -2.37 0.34 1.89
54 H -0.20 0.54 3.67
55 C -3.58 -4.49 1.37
56 C -3.15 -3.43 0.38
57 O -2.64 -2.22 0.99
58 H -3.83 -5.46 0.92
59 H -4.49 -4.21 1.88
60 H -2.80 -4.66 2.07
61 H -3.73 -3.18 -0.45
62 H -2.33 -3.99 -0.08
63 H -1.84 -2.37 1.52
64 C -3.20 0.78 -2.70
65 C -3.83 0.05 -1.54
66 O -5.17 0.43 -1.45
67 H -3.75 0.47 -3.60
68 H -2.17 0.50 -2.71
69 H -3.32 1.87 -2.59
70 H -3.31 0.31 -0.60
71 H -3.88 -1.08 -1.54
72 H -5.29 1.40 -1.32
73 C 4.05 1.30 3.26
74 O 3.85 2.62 3.61
75 N 4.54 0.41 4.02
76 N 3.61 0.85 2.10
77 H 5.00 0.75 4.89
78 H 4.55 -0.62 3.70
79 H 3.02 1.55 1.60
80 H 3.78 -0.14 1.76
81 C 0.29 -3.25 1.41
82 O 0.28 -4.68 1.41
83 N -0.33 -2.55 2.33
84 N 0.99 -2.51 0.63
85 H -0.62 -3.11 3.15
86 H -0.34 -1.54 2.34
87 H 1.36 -2.92 -0.23
88 H 0.87 -1.49 0.60
89 C 1.90 -1.43 4.46
90 O 2.51 -0.77 5.53
91 H 0.89 -1.58 4.85
92 H 2.27 -2.39 4.24
93 H 2.01 -0.78 3.59
94 H 3.31 -0.34 5.22
95 C -0.70 0.32 -0.24
96 O 0.57 0.09 0.44
97 H -1.22 1.19 0.13
98 H -1.29 -0.60 -0.16
99 H -0.51 0.53 -1.26
100 H 0.43 0.10 1.37
101 C -2.76 3.51 1.05
102 O -3.04 2.74 -0.11
103 H -1.83 4.02 1.15
104 H -2.86 3.04 2.08
105 H -3.52 4.36 1.02
106 H -3.94 2.92 -0.47
107 C 0.10 3.59 -1.30
108 O -1.17 3.28 -1.88
109 H 0.42 2.77 -0.73
110 H -0.10 4.30 -0.60
111 H 0.78 4.00 -2.11
112 H -1.79 3.08 -1.24

Output
- Net charge: 0
- Multiplicity: 1
- LUMO: 0.0 eV
- Orbital gap: 8.94 eV

Atomic partial charges in e from the Mulliken method, atoms 1 to 2: number 1, C, carries -1.46; number 2, C, carries 0.95



--- 2 ---
The following is a quantum chemistry calculation of 14 unconnected molecules or ions with the total composition C22H72N4O14, from OMol25.

Cartesian coordinates (Å):
1 C -19.52 3.47 -11.07
2 C -18.39 3.70 -10.06
3 O -18.11 2.47 -9.40
4 H -19.70 4.43 -11.66
5 H -20.47 3.22 -10.58
6 H -19.09 2.74 -11.83
7 H -18.73 4.40 -9.33
8 H -17.44 4.17 -10.45
9 H -18.81 2.22 -8.78
10 C -11.92 10.51 -6.84
11 C -13.30 11.25 -7.02
12 O -14.00 10.69 -8.12
13 H -11.30 10.69 -5.89
14 H -11.23 10.44 -7.66
15 H -12.26 9.45 -6.72
16 H -13.14 12.23 -7.25
17 H -13.91 11.03 -6.14
18 H -14.86 10.85 -7.83
19 C -20.45 7.67 -10.27
20 C -21.52 8.31 -11.17
21 O -21.13 8.15 -12.45
22 H -19.45 8.12 -10.30
23 H -20.36 6.60 -10.49
24 H -20.68 7.64 -9.20
25 H -21.65 9.30 -10.81
26 H -22.40 7.74 -11.00
27 H -21.24 7.20 -12.63
28 C -20.10 6.77 -6.18
29 C -21.04 7.43 -5.23
30 O -20.19 8.40 -4.65
31 H -20.38 5.73 -6.36
32 H -19.04 6.66 -5.80
33 H -19.96 7.36 -7.06
34 H -21.35 6.66 -4.49
35 H -21.95 7.82 -5.73
36 H -20.85 8.80 -4.13
37 C -17.96 6.48 -12.45
38 C -17.52 5.47 -13.47
39 O -16.12 5.56 -13.70
40 H -17.34 7.45 -12.63
41 H -17.73 6.22 -11.41
42 H -19.07 6.57 -12.51
43 H -18.02 5.77 -14.46
44 H -17.92 4.43 -13.34
45 H -15.62 4.84 -13.34
46 C -14.06 8.27 -4.65
47 C -14.29 6.76 -4.72
48 O -15.59 6.42 -4.62
49 H -14.26 8.76 -3.65
50 H -14.65 8.79 -5.46
51 H -13.04 8.47 -4.77
52 H -13.67 6.14 -4.02
53 H -14.07 6.39 -5.70
54 H -15.76 5.61 -5.09
55 C -17.50 7.41 -8.67
56 C -16.36 7.28 -7.67
57 O -15.18 7.97 -8.01
58 H -18.16 6.57 -8.47
59 H -17.08 7.43 -9.63
60 H -18.05 8.35 -8.57
61 H -16.22 6.17 -7.59
62 H -16.88 7.61 -6.80
63 H -14.37 7.44 -7.81
64 C -21.43 10.23 -7.94
65 C -21.22 11.69 -7.45
66 O -20.47 12.19 -8.56
67 H -21.79 9.56 -7.14
68 H -20.46 9.80 -8.36
69 H -22.33 10.06 -8.48
70 H -20.66 11.80 -6.58
71 H -22.20 12.13 -7.30
72 H -19.86 12.83 -8.26
73 C -17.79 8.24 -2.40
74 O -18.88 8.90 -1.94
75 N -17.78 7.67 -3.62
76 N -16.68 8.18 -1.79
77 H -18.72 7.81 -4.21
78 H -16.91 7.19 -3.96
79 H -16.61 8.52 -0.79
80 H -15.78 7.77 -2.09
81 C -12.16 7.68 -9.01
82 O -12.67 7.30 -7.81
83 N -11.51 6.81 -9.74
84 N -12.03 8.90 -9.43
85 H -11.58 5.86 -9.36
86 H -10.96 7.05 -10.64
87 H -12.56 9.56 -8.92
88 H -11.99 9.02 -10.48
89 C -14.39 5.27 -10.03
90 O -13.24 4.55 -10.01
91 H -14.18 6.20 -9.72
92 H -15.24 4.94 -9.42
93 H -14.69 5.48 -11.05
94 H -13.31 4.14 -9.14
95 C -17.93 10.73 -7.48
96 O -16.57 10.40 -7.59
97 H -18.19 11.79 -7.20
98 H -18.53 10.14 -6.77
99 H -18.32 10.47 -8.49
100 H -16.51 9.54 -8.04
101 C -15.57 9.23 -11.04
102 O -16.18 9.69 -12.28
103 H -14.59 9.56 -10.89
104 H -15.55 8.14 -10.94
105 H -16.19 9.56 -10.26
106 H -17.11 9.81 -12.03
107 C -17.73 4.00 -6.38
108 O -16.36 4.21 -6.05
109 H -18.26 3.80 -5.47
110 H -17.87 3.14 -6.93
111 H -18.08 4.90 -6.86
112 H -15.99 3.38 -5.75

Output
- Net charge: 0
- Multiplicity: 1
- LUMO: 0.1 eV
- Orbital gap: 8.35 eV

Atomic partial charges in e from the Mulliken method, atoms 1 to 2: number 1, C, carries -1.01; number 2, C, carries 0.96



Computed stability ranking, most favorable first: 1, 2



--- 1 ---
The following is a quantum chemistry calculation of a gas-phase ion, C3H8NOS (charge +1), from OMol25.

Cartesian coordinates (Å):
1 C -2.19 1.19 -0.12
2 C 0.50 0.00 -0.04
3 C 1.84 -0.72 -0.35
4 N -0.34 -0.64 0.84
5 O -1.91 0.68 -1.20
6 S -0.50 0.05 -1.70
7 H -3.25 1.24 0.20
8 H -1.43 1.68 0.54
9 H 0.86 1.09 0.12
10 H 1.84 -1.73 -0.55
11 H 2.27 -0.80 0.77
12 H 2.50 -0.02 -0.87
13 H 0.04 -0.38 1.75
14 H -0.23 -1.63 0.61

Output
- Net charge: +1
- Multiplicity: 1
- LUMO: -5.7 eV
- Orbital gap: 8.74 eV

Atomic partial charges in e from the Mulliken method, atoms 1 to 2: number 1, C, carries 0.06; number 2, C, carries -0.13



--- 2 ---
The following is a quantum chemistry calculation of a gas-phase ion, C3H8NOS (charge +1), from OMol25.

Cartesian coordinates (Å):
1 C 0.13 0.83 0.60
2 C -0.77 1.26 -0.64
3 C 0.83 -0.48 0.34
4 N 0.26 -1.72 0.76
5 O 0.94 -0.55 -1.29
6 S -0.31 0.10 -2.00
7 H 0.84 1.76 0.64
8 H -0.27 0.68 1.59
9 H -1.79 1.20 -0.48
10 H -0.80 2.32 -0.73
11 H 1.87 -0.58 0.38
12 H 0.92 -2.31 1.31
13 H -1.19 -0.88 -1.77
14 H -0.63 -1.64 1.29

Output
- Net charge: +1
- Multiplicity: 1
- LUMO: -4.1 eV
- Orbital gap: 10.84 eV

Atomic partial charges in e from the Mulliken method, atoms 1 to 2: number 1, C, carries -0.63; number 2, C, carries -0.60



Computed stability ranking, most favorable first: 2, 1



--- 1 ---
The following is a quantum chemistry calculation of CHF3N2O in the gas phase, from OMol25.

Cartesian coordinates (Å):
1 O -0.09 -1.86 0.21
2 C -0.19 -0.65 0.17
3 N -1.35 0.07 -0.24
4 F -1.31 1.48 0.01
5 N -2.51 -0.49 -0.21
6 F -3.44 0.08 -1.06
7 F -2.98 -0.47 1.05
8 H 0.52 0.05 0.55

Output
- Net charge: 0
- Multiplicity: 1
- LUMO: 0.3 eV
- Orbital gap: 11.73 eV
- SMILES string: O=CN(F)N(F)F

Atomic partial charges in e from the Mulliken method, atoms 1 to 2: number 1, O, carries -0.44; number 2, C, carries 0.11



--- 2 ---
The following is a quantum chemistry calculation of 2 unconnected molecules or ions with the total composition CHF3N2O, from OMol25.

Cartesian coordinates (Å):
1 C 0.23 -0.43 0.29
2 N 1.05 0.55 0.42
3 N 3.77 0.42 0.18
4 O 0.44 -1.58 -0.03
5 F 0.61 1.83 0.35
6 F 3.77 0.02 -1.07
7 F 3.84 -0.75 0.79
8 H -0.89 -0.39 0.55

Output
- Net charge: 0
- Multiplicity: 1
- LUMO (alpha / beta): -3.8 / -0.1 eV
- Orbital gap (alpha / beta): 6.30 / 10.43 eV

Atomic partial charges in e from the Mulliken method, atoms 1 to 2: number 1, C, carries 0.27; number 2, N, carries -0.14



Computed stability ranking, most favorable first: 1, 2